DFT (ωB97M-V/def2-TZVPD) results for a structure of composition C22H20ClHgN5O2.

Positions of all 51 atoms, in Å:
Hg (-2.2637, 0.5758, -0.7537)
C (4.2103, 2.3643, -2.6507)
C (3.0534, 1.8597, -1.8260)
C (2.9353, 0.5165, -1.4651)
C (1.8781, 0.0575, -0.7100)
C (0.8501, 0.9049, -0.2373)
N (-0.1787, 0.4629, 0.5576)
C (0.1181, -0.4945, 1.4922)
C (1.3410, -0.4636, 2.2095)
C (1.7000, -1.4200, 3.1338)
C (0.8618, -2.4936, 3.4360)
C (1.2621, -3.5760, 4.4078)
C (-0.3658, -2.5102, 2.7996)
C (-0.7445, -1.5435, 1.8730)
N (-2.0471, -1.6983, 1.3023)
C (-2.4891, -2.7674, 0.6063)
C (-3.8492, -2.6393, 0.4804)
C (-4.1456, -1.4412, 1.1551)
N (-3.0582, -0.8755, 1.6623)
C (0.9664, 2.2495, -0.6540)
C (2.0378, 2.7041, -1.4154)
N (-0.0039, 3.2242, -0.2501)
C (0.2516, 4.3982, 0.3632)
C (-0.9185, 5.1213, 0.3772)
C (-1.8442, 4.2888, -0.2741)
N (-1.2784, 3.1569, -0.6613)
H (5.1385, 1.8538, -2.3876)
H (4.3598, 3.4341, -2.4941)
H (4.0418, 2.2106, -3.7202)
H (3.6902, -0.1911, -1.7955)
H (1.8095, -0.9951, -0.4664)
H (2.0180, 0.3552, 1.9979)
H (2.6601, -1.3345, 3.6353)
H (2.3479, -3.6733, 4.4595)
H (0.8520, -4.5409, 4.1052)
H (0.9018, -3.3718, 5.4207)
H (-1.0790, -3.2981, 3.0232)
H (-1.8005, -3.5036, 0.2278)
H (-4.5223, -3.2986, -0.0399)
H (-5.1007, -0.9548, 1.2811)
H (2.0651, 3.7552, -1.6887)
H (1.2310, 4.6099, 0.7591)
H (-1.0844, 6.0948, 0.8059)
H (-2.8857, 4.4656, -0.4927)
Cl (-2.2328, -1.4692, -5.9765)
C (-1.7142, -2.0668, -4.3652)
C (-1.9751, -1.1242, -3.1809)
O (-2.6789, -0.1141, -3.3363)
O (-1.4252, -1.5358, -2.1310)
H (-0.6503, -2.2722, -4.4178)
H (-2.2459, -2.9963, -4.1818)

Its multiplicity is 2. The calculation puts the strongest force on any atom at 0.42 eV/A. Its expectation value of S² is 0.75. Its gap between HOMO and LUMO (alpha / beta) is 6.4 / 6.4 eV. The total charge is -1. The LUMO energy (alpha / beta) comes out at 2.90 / 2.38 eV. The calculation puts the total energy at -1888.2573 Ha.